{
  "formula": "C29H36N4SiSr",
  "method": "the ωB97M-V functional and the def2-TZVPD basis",
  "elements": ["Sr", "C", "N", "C", "C", "C", "C", "C", "C", "N", "C", "C", "C", "C", "C", "C", "N", "C", "C", "C", "C", "C", "N", "H", "H", "H", "H", "H", "H", "H", "H", "H", "H", "H", "H", "H", "H", "H", "H", "H", "H", "C", "Si", "C", "C", "C", "C", "H", "H", "H", "H", "H", "H", "H", "H", "H", "C", "C", "C", "C", "C", "C", "H", "H", "H", "H", "H", "H", "H", "H", "H"],
  "coordinates": [[-0.759, 0.546, 0.304], [1.517, -2.143, 0.036], [1.520, -0.961, -0.835], [1.199, -1.353, -2.211], [-0.204, -1.879, -2.376], [-0.452, -3.023, -3.115], [-1.765, -3.440, -3.283], [-2.777, -2.706, -2.694], [-2.439, -1.582, -1.954], [-1.179, -1.166, -1.803], [2.827, -0.303, -0.834], [3.098, 0.615, 0.334], [4.403, 0.809, 0.773], [4.638, 1.735, 1.774], [3.563, 2.434, 2.303], [2.296, 2.173, 1.810], [2.065, 1.279, 0.842], [1.611, -1.790, 1.501], [2.704, -2.146, 2.272], [2.724, -1.769, 3.609], [1.652, -1.063, 4.121], [0.602, -0.747, 3.272], [0.583, -1.093, 1.989], [0.578, -2.677, -0.122], [2.340, -2.821, -0.241], [1.304, -0.465, -2.839], [1.911, -2.103, -2.588], [0.370, -3.577, -3.549], [-1.988, -4.329, -3.858], [-3.813, -2.999, -2.782], [-3.194, -1.012, -1.425], [3.640, -1.042, -0.904], [2.885, 0.310, -1.736], [5.215, 0.244, 0.333], [5.644, 1.911, 2.133], [3.696, 3.174, 3.079], [1.420, 2.704, 2.168], [3.526, -2.696, 1.833], [3.567, -2.022, 4.239], [1.623, -0.750, 5.155], [-0.255, -0.187, 3.633], [-1.698, 5.499, 4.290], [-0.482, 5.511, 2.865], [-0.744, 7.056, 1.840], [1.264, 5.540, 3.569], [-0.677, 4.022, 1.846], [-0.807, 3.016, 1.151], [-1.587, 6.387, 4.918], [-1.550, 4.617, 4.915], [-2.723, 5.470, 3.916], [-0.617, 7.959, 2.442], [-1.750, 7.066, 1.417], [-0.035, 7.094, 1.011], [1.436, 6.427, 4.183], [2.003, 5.534, 2.765], [1.436, 4.660, 4.196], [-5.854, -2.368, 0.133], [-5.437, -1.592, 1.391], [-5.398, -2.553, 2.586], [-6.463, -0.484, 1.664], [-4.103, -1.001, 1.182], [-2.992, -0.521, 0.997], [-6.840, -2.821, 0.270], [-5.135, -3.161, -0.082], [-5.901, -1.700, -0.729], [-6.383, -2.999, 2.750], [-5.100, -2.022, 3.490], [-4.676, -3.353, 2.410], [-7.456, -0.913, 1.821], [-6.509, 0.210, 0.824], [-6.182, 0.083, 2.552]],
  "forces_ev_per_angstrom": [[0.25, 0.10, 0.08], [0.03, -0.04, 0.01], [-0.03, 0.01, -0.07], [0.01, -0.05, 0.01], [0.02, 0.04, 0.02], [-0.02, -0.03, -0.01], [0.02, 0.01, 0.00], [0.00, 0.00, 0.00], [-0.01, -0.01, -0.01], [-0.06, -0.05, -0.07], [0.05, 0.01, 0.03], [0.05, 0.02, 0.05], [-0.07, -0.06, -0.04], [-0.02, 0.07, 0.06], [0.06, -0.03, 0.00], [0.01, -0.05, -0.05], [-0.15, 0.08, 0.01], [0.07, 0.04, -0.19], [-0.09, 0.01, 0.16], [0.03, -0.04, -0.08], [0.00, 0.01, 0.05], [-0.05, 0.01, -0.01], [0.00, -0.03, 0.10], [0.00, 0.00, 0.01], [-0.01, -0.01, 0.03], [0.00, 0.00, -0.01], [0.00, 0.01, 0.00], [0.00, 0.00, 0.00], [0.00, 0.00, 0.00], [0.00, 0.01, 0.00], [0.00, 0.00, 0.00], [-0.02, -0.01, -0.05], [0.01, 0.01, 0.00], [-0.01, 0.00, 0.00], [0.00, 0.00, 0.00], [0.00, 0.00, 0.00], [-0.01, 0.01, 0.00], [0.00, -0.01, -0.01], [0.00, 0.00, -0.01], [0.01, 0.00, 0.00], [-0.01, 0.00, -0.02], [-0.01, 0.00, 0.00], [0.03, -0.02, 0.02], [0.00, 0.01, -0.01], [0.00, -0.01, 0.01], [-0.07, 0.02, -0.05], [0.01, 0.04, 0.01], [0.00, 0.00, 0.00], [0.00, 0.00, 0.00], [0.00, 0.00, 0.00], [0.00, 0.00, 0.00], [0.00, 0.00, 0.00], [0.00, 0.00, 0.00], [0.00, 0.00, 0.00], [0.00, 0.00, 0.00], [0.00, 0.00, 0.00], [-0.01, 0.00, 0.00], [0.00, 0.01, 0.00], [0.00, 0.00, 0.00], [0.00, 0.00, 0.00], [0.01, -0.04, -0.01], [-0.07, -0.04, 0.05], [0.00, 0.00, 0.00], [0.00, 0.00, 0.00], [0.00, 0.00, 0.00], [0.00, 0.00, 0.00], [0.00, 0.00, 0.00], [0.00, 0.00, 0.00], [0.00, 0.00, 0.00], [0.00, 0.00, 0.00], [0.00, 0.00, 0.00]],
  "mulliken_charge": [2.130, -0.713, 0.653, -0.840, 0.198, -0.666, -0.433, -0.695, -0.284, -0.042, -1.152, 0.509, -1.056, -0.558, -0.735, 0.063, 0.449, 0.419, -0.773, -0.450, -0.749, -0.269, -0.214, 0.448, 0.298, 0.487, 0.279, 0.399, 0.413, 0.425, 0.476, 0.352, 0.528, 0.429, 0.412, 0.462, -0.014, 0.421, 0.416, 0.441, 0.512, -0.973, -0.015, -0.965, -0.961, -1.695, 0.952, 0.287, 0.284, 0.314, 0.292, 0.292, 0.293, 0.397, 0.266, 0.251, -1.525, 2.247, -1.612, -1.636, -3.121, 1.296, 0.416, 0.315, 0.350, 0.372, 0.395, 0.367, 0.373, 0.370, 0.400],
  "lumo_ev": 0.052,
  "gap_ev": 7.7,
  "e_above_lowest_kcal_mol": 8.7,
  "total_charge": 0,
  "e_tot_ev": -45330.3168
}